Record 1
{
  "formula": "C3H5NO2",
  "method": "the ωB97M-V functional and the def2-TZVPD basis",
  "energy_ev": -8774.8394,
  "orbital_gap_ha": 0.386,
  "total_charge": 0,
  "e_above_lowest_ev": 2.855,
  "lumo_ev": 0.85,
  "species": ["O", "C", "C", "N", "C", "O", "H", "H", "H", "H", "H"],
  "xyz": [[-1.548, -1.191, 1.032], [-0.434, -0.795, 0.340], [0.236, 0.162, -1.205], [1.304, 0.460, -0.256], [0.312, 0.392, 0.777], [-0.046, 1.271, 1.528], [-1.846, -0.496, 1.644], [0.107, -1.687, 0.048], [0.452, -0.602, -1.947], [-0.188, 1.075, -1.658], [1.652, 1.413, -0.303]],
  "atomic_forces_ev_per_a": [[-0.1, 0.7, -0.8], [0.4, 0.2, -0.3], [-0.7, -0.5, 0.1], [-0.4, 0.2, 0.5], [0.4, 0.3, 0.1], [0.2, -0.5, 0.2], [0.2, 0.1, -0.4], [0.3, 0.1, 0.2], [0.1, 0.0, 0.0], [-0.5, -0.6, 0.6], [0.1, -0.1, -0.1]]
}

Record 2
{
  "formula": "C5H10S3",
  "method": "the ωB97M-V functional and the def2-TZVPD basis",
  "energy_ev": -37850.3023,
  "orbital_gap_ha": [0.299, 0.299],
  "total_charge": 0,
  "e_above_lowest_ev": 2.670,
  "lumo_ev": [0.48, 0.48],
  "species": ["C", "C", "C", "C", "C", "S", "S", "S", "H", "H", "H", "H", "H", "H", "H", "H", "H", "H"],
  "xyz": [[0.035, 2.494, -0.373], [0.715, 1.483, -0.926], [-1.010, -1.951, 0.521], [-0.961, -0.810, -0.430], [1.031, 0.286, -0.220], [-2.134, 0.464, -0.279], [2.138, -0.914, -0.955], [1.144, 0.409, 1.565], [-0.263, 3.347, -0.950], [-0.174, 2.522, 0.682], [0.928, 1.468, -1.982], [-0.107, -2.553, 0.435], [-1.860, -2.590, 0.267], [-1.135, -1.612, 1.545], [-0.824, -1.068, -1.473], [-2.161, 0.481, 1.054], [3.224, -0.574, -0.253], [1.413, -0.882, 1.774]],
  "atomic_forces_ev_per_a": [[0.3, 0.0, -0.1], [0.0, 0.4, 0.1], [0.1, -0.1, -0.1], [1.4, 1.6, -0.3], [-1.5, -2.0, 0.6], [-0.2, -0.4, -0.2], [-0.3, 0.1, 0.0], [0.1, 0.3, -0.2], [-0.1, 0.2, -0.2], [0.0, 0.0, 0.2], [0.1, 0.1, -0.2], [0.1, -0.1, 0.1], [0.0, 0.0, 0.1], [0.0, 0.0, 0.2], [-0.1, -0.1, -0.1], [0.0, 0.0, 0.3], [0.2, 0.1, 0.0], [0.0, -0.1, 0.0]]
}

Record 3
{
  "formula": "C62H84CsN2O3P2Si",
  "method": "the ωB97M-V functional and the def2-TZVPD basis",
  "energy_ev": -101786.3164,
  "orbital_gap_ha": 0.149,
  "total_charge": -1,
  "e_above_lowest_ev": 1.763,
  "lumo_ev": 1.70,
  "species": ["Cs", "C", "Si", "C", "C", "C", "C", "C", "C", "P", "C", "C", "C", "C", "C", "C", "C", "C", "C", "C", "C", "C", "C", "C", "C", "C", "C", "C", "P", "C", "C", "C", "C", "C", "C", "C", "C", "C", "C", "C", "C", "H", "H", "H", "H", "H", "H", "H", "H", "H", "H", "H", "H", "H", "H", "H", "H", "H", "H", "H", "H", "H", "H", "H", "H", "H", "H", "H", "H", "H", "H", "H", "H", "H", "H", "H", "H", "H", "H", "H", "H", "H", "H", "H", "H", "H", "H", "H", "H", "H", "H", "H", "H", "H", "H", "H", "C", "C", "C", "C", "C", "C", "C", "N", "C", "C", "C", "C", "C", "C", "C", "N", "C", "C", "C", "C", "H", "H", "H", "H", "H", "H", "H", "H", "H", "H", "H", "H", "H", "H", "H", "H", "H", "H", "H", "H", "H", "H", "H", "H", "O", "C", "C", "C", "C", "C", "C", "C", "O", "O", "H", "H", "H", "H", "H"],
  "xyz": [[-0.976, -0.065, 0.249], [2.587, 2.889, -0.632], [1.086, 2.023, -1.512], [-0.109, 3.349, -2.171], [-0.296, 3.499, -3.545], [-1.360, 4.208, -4.062], [-2.295, 4.769, -3.205], [-2.126, 4.648, -1.836], [-1.035, 3.966, -1.313], [-0.693, 3.768, 0.466], [-0.264, 5.543, 1.009], [-0.914, 6.745, 0.302], [0.003, 7.338, -0.761], [1.252, 7.947, -0.119], [1.738, 7.089, 1.058], [1.261, 5.650, 0.906], [-2.371, 3.496, 1.309], [-3.142, 2.423, 0.542], [-4.413, 2.051, 1.295], [-5.372, 3.248, 1.401], [-4.675, 4.563, 1.048], [-3.300, 4.664, 1.704], [2.018, 1.424, -3.092], [3.014, 2.194, -3.684], [3.784, 1.712, -4.726], [3.570, 0.427, -5.198], [2.575, -0.349, -4.633], [1.794, 0.139, -3.591], [0.470, -0.833, -2.781], [-0.724, -1.133, -4.212], [-0.197, -1.283, -5.641], [-1.353, -1.527, -6.610], [-2.342, -0.369, -6.580], [-2.854, -0.164, -5.158], [-1.703, 0.046, -4.180], [1.309, -2.511, -2.410], [1.501, -3.651, -3.432], [2.969, -3.860, -3.797], [3.786, -4.278, -2.571], [3.320, -3.528, -1.312], [2.627, -2.218, -1.684], [2.855, 3.854, -1.059], [3.461, 2.245, -0.696], [2.372, 3.040, 0.419], [0.414, 3.038, -4.220], [-1.480, 4.306, -5.134], [-3.156, 5.291, -3.602], [-2.875, 5.071, -1.181], [-0.540, 5.563, 2.074], [-1.133, 7.524, 1.041], [-1.850, 6.471, -0.176], [-0.531, 8.106, -1.327], [0.278, 6.550, -1.463], [1.025, 8.957, 0.236], [2.037, 8.037, -0.874], [1.357, 7.491, 2.001], [2.829, 7.115, 1.107], [1.721, 5.023, 1.671], [1.577, 5.273, -0.065], [-2.037, 3.026, 2.250], [-2.524, 1.535, 0.432], [-3.392, 2.759, -0.464], [-4.131, 1.714, 2.297], [-4.887, 1.211, 0.787], [-5.767, 3.316, 2.419], [-6.225, 3.113, 0.732], [-5.289, 5.409, 1.374], [-4.577, 4.642, -0.034], [-3.448, 4.645, 2.787], [-2.856, 5.628, 1.462], [3.194, 3.198, -3.321], [4.557, 2.328, -5.168], [4.180, 0.029, -6.001], [2.416, -1.349, -5.006], [-1.278, -2.039, -3.928], [0.506, -2.113, -5.736], [0.320, -0.366, -5.933], [-1.869, -2.447, -6.326], [-0.966, -1.661, -7.626], [-3.176, -0.573, -7.258], [-1.846, 0.542, -6.923], [-3.425, -1.040, -4.844], [-3.528, 0.695, -5.126], [-2.109, 0.141, -3.175], [-1.172, 0.969, -4.425], [0.614, -2.895, -1.649], [0.903, -3.486, -4.328], [1.143, -4.581, -2.982], [3.377, -2.937, -4.203], [3.053, -4.618, -4.580], [4.841, -4.069, -2.765], [3.690, -5.354, -2.410], [4.172, -3.333, -0.656], [2.612, -4.144, -0.750], [3.287, -1.610, -2.309], [2.422, -1.636, -0.782], [4.763, -0.933, 6.210], [3.643, 0.110, 6.330], [4.281, 1.490, 6.498], [2.784, -0.179, 7.570], [2.757, 0.032, 5.092], [2.559, 1.107, 4.217], [1.710, 0.939, 3.132], [1.066, -0.170, 2.849], [1.245, -1.229, 3.664], [2.086, -1.139, 4.789], [0.498, -2.430, 3.326], [0.669, -3.653, 3.999], [-0.096, -4.760, 3.675], [-1.033, -4.598, 2.651], [-1.128, -3.363, 2.022], [-0.401, -2.312, 2.328], [0.059, -6.052, 4.466], [-0.435, -5.769, 5.892], [-0.769, -7.195, 3.873], [1.533, -6.480, 4.483], [5.411, -0.906, 7.084], [5.369, -0.733, 5.329], [4.360, -1.937, 6.116], [4.894, 1.511, 7.397], [3.520, 2.260, 6.593], [4.918, 1.731, 5.651], [3.382, -0.117, 8.477], [2.339, -1.169, 7.521], [1.978, 0.547, 7.641], [3.041, 2.059, 4.366], [1.541, 1.760, 2.445], [2.195, -1.996, 5.435], [1.407, -3.726, 4.782], [-1.683, -5.399, 2.341], [-1.853, -3.225, 1.229], [-1.469, -5.429, 5.863], [0.157, -4.984, 6.357], [-0.383, -6.661, 6.514], [-1.831, -6.969, 3.915], [-0.599, -8.113, 4.433], [-0.491, -7.375, 2.837], [2.159, -5.733, 4.963], [1.894, -6.617, 3.466], [1.656, -7.421, 5.018], [-5.867, -3.010, -1.918], [-4.668, -3.646, -1.813], [-4.557, -5.011, -2.062], [-3.328, -5.645, -1.988], [-2.190, -4.908, -1.725], [-2.304, -3.550, -1.483], [-3.530, -2.908, -1.480], [-3.563, -1.480, -0.906], [-4.382, -1.288, -0.004], [-2.690, -0.690, -1.322], [-6.556, -3.656, -2.118], [-5.445, -5.592, -2.293], [-3.267, -6.712, -2.158], [-1.221, -5.386, -1.700], [-1.432, -2.943, -1.294]],
  "atomic_forces_ev_per_a": [[2.4, -0.3, 1.7], [-0.2, 0.2, -0.3], [0.6, -0.4, 0.7], [0.4, -0.1, 0.1], [0.1, 0.1, -0.3], [-0.1, 0.0, -0.1], [-0.2, 0.1, -0.1], [-0.1, 0.0, -0.1], [0.0, 0.1, 0.1], [-0.5, 0.7, 0.6], [0.1, -0.5, 0.0], [-0.1, 0.0, -0.2], [0.0, 0.2, 0.0], [-0.1, 0.0, -0.1], [0.1, 0.0, -0.1], [0.0, 0.2, 0.3], [0.5, -0.1, -0.1], [-0.1, -0.1, 0.3], [-0.1, -0.1, -0.1], [0.0, 0.1, 0.0], [-0.1, 0.1, 0.2], [-0.1, 0.1, -0.1], [-0.3, 0.3, 0.2], [0.2, 0.1, -0.3], [0.1, 0.1, 0.0], [0.1, -0.2, -0.1], [0.2, -0.1, -0.1], [-0.1, -0.1, 0.1], [0.0, -0.9, -0.6], [0.4, 0.2, 0.2], [-0.2, -0.3, 0.0], [0.1, 0.2, -0.2], [-0.2, -0.3, 0.1], [0.2, 0.3, -0.1], [-0.3, -0.1, 0.2], [-0.2, 0.4, 0.0], [0.0, 0.1, -0.2], [-0.1, -0.2, 0.0], [-0.1, 0.1, -0.1], [0.1, 0.2, 0.0], [-0.1, -0.1, 0.3], [0.2, 0.3, -0.1], [0.1, -0.2, -0.1], [-0.1, 0.1, 0.3], [0.0, 0.0, -0.1], [0.0, 0.0, -0.1], [-0.1, 0.0, 0.0], [0.0, 0.0, 0.1], [0.0, 0.0, -0.1], [-0.1, 0.0, 0.0], [-0.1, 0.1, 0.1], [0.0, -0.1, -0.1], [0.0, 0.0, -0.1], [0.0, 0.0, -0.1], [0.0, 0.0, 0.0], [0.0, 0.0, 0.1], [0.0, 0.0, 0.1], [0.0, -0.1, -0.1], [0.1, -0.1, 0.0], [-0.1, 0.0, -0.2], [-0.8, 0.9, -0.1], [0.1, 0.0, -0.1], [0.0, -0.1, 0.0], [0.0, -0.1, 0.1], [-0.1, 0.0, 0.0], [0.0, 0.0, 0.1], [0.0, 0.0, -0.1], [0.0, 0.0, -0.1], [0.0, 0.1, 0.0], [0.0, 0.0, 0.1], [0.0, 0.1, 0.1], [0.0, 0.0, 0.0], [0.0, 0.0, 0.0], [0.0, -0.1, -0.1], [0.0, 0.0, 0.0], [0.1, 0.1, 0.0], [0.1, 0.0, 0.0], [-0.1, -0.1, 0.0], [0.0, -0.1, 0.0], [0.0, 0.1, 0.0], [0.0, 0.1, 0.0], [-0.1, -0.1, 0.0], [-0.1, 0.0, 0.1], [0.1, 0.1, 0.0], [0.1, 0.1, 0.0], [0.1, 0.0, 0.0], [0.0, -0.1, 0.0], [-0.1, -0.1, 0.0], [0.1, 0.0, -0.1], [0.0, 0.0, 0.0], [0.0, -0.1, 0.0], [0.1, -0.1, 0.0], [0.0, 0.0, 0.1], [0.0, 0.0, 0.1], [0.0, 0.0, 0.0], [0.0, 0.1, 0.0], [-0.1, 0.1, 0.0], [0.1, 0.0, 0.1], [-0.1, -0.2, -0.1], [0.0, 0.0, -0.1], [0.0, 0.7, -0.4], [0.0, -0.5, 0.4], [0.2, 0.5, 0.0], [-0.1, -0.9, 0.3], [1.0, 1.6, 0.5], [-0.6, -0.4, -0.6], [-1.0, -1.6, -0.4], [0.1, 0.9, -0.2], [-0.5, -0.1, -0.5], [0.4, 0.0, 0.4], [-0.3, -0.4, -0.1], [0.6, 0.2, 0.7], [0.0, -0.2, 0.1], [0.0, 0.0, -0.1], [0.1, 0.2, 0.1], [-0.1, 0.1, 0.0], [0.0, 0.0, 0.1], [0.1, 0.0, -0.1], [0.0, -0.1, 0.0], [0.1, 0.0, 0.1], [-0.1, 0.2, 0.0], [0.1, 0.1, -0.1], [0.1, 0.0, 0.1], [-0.1, -0.1, 0.0], [-0.1, 0.1, 0.0], [0.0, 0.1, 0.0], [0.0, 0.1, -0.1], [0.0, -0.1, 0.1], [0.0, 0.0, 0.1], [-0.1, -0.1, -0.1], [-0.1, 0.0, -0.1], [-0.1, 0.0, 0.0], [0.1, 0.1, 0.1], [0.0, -0.1, 0.0], [-0.2, 0.0, 0.0], [0.0, 0.0, 0.1], [0.0, -0.1, -0.2], [0.1, 0.1, 0.1], [0.1, 0.0, -0.1], [0.0, -0.1, 0.1], [-0.2, 0.1, 0.1], [0.1, -0.2, -0.1], [-0.1, 0.0, 0.0], [0.0, -0.1, -0.1], [0.3, -0.2, 0.0], [-0.2, 0.0, -0.1], [-0.1, 0.3, 0.3], [-0.6, -0.6, -0.3], [-0.3, 0.1, 0.4], [-1.2, -0.4, -1.7], [0.2, 0.1, 0.0], [0.0, 0.1, 0.0], [0.0, 0.0, 0.0], [0.1, 0.0, 0.0], [0.1, 0.1, 0.1]]
}

Record 4
{
  "formula": "C24H36CoP2Si",
  "method": "the ωB97M-V functional and the def2-TZVPD basis",
  "energy_ev": -89545.1631,
  "orbital_gap_ha": [0.200, 0.242],
  "spin_multiplicity": 4,
  "total_charge": 0,
  "s_squared": 3.8113,
  "lumo_ev": [0.36, -0.41],
  "species": ["C", "C", "C", "H", "C", "C", "H", "H", "H", "H", "Co", "C", "H", "H", "H", "Si", "C", "C", "H", "C", "H", "C", "H", "C", "H", "C", "H", "C", "C", "H", "C", "H", "C", "H", "C", "H", "C", "H", "H", "H", "C", "P", "C", "C", "C", "P", "C", "C", "H", "H", "H", "H", "H", "H", "H", "H", "H", "H", "H", "H", "H", "H", "H", "H"],
  "xyz": [[-2.335, -0.586, 0.178], [-2.225, -1.232, -1.093], [-1.959, -2.600, -0.879], [-2.392, -0.743, -2.049], [-1.921, -2.856, 0.524], [-2.253, -1.605, 1.208], [-2.626, -1.511, 2.223], [-2.603, 0.450, 0.354], [-1.853, -3.366, -1.649], [-1.888, -3.833, 0.998], [-0.351, -1.378, 0.815], [0.790, -0.672, -0.382], [0.170, -0.089, -1.092], [1.537, 0.011, 0.063], [1.328, -1.438, -0.963], [-0.773, 2.296, -2.666], [0.300, 3.563, -1.834], [-0.221, 4.804, -1.387], [-1.234, 5.099, -1.677], [0.546, 5.647, -0.581], [0.140, 6.585, -0.216], [1.849, 5.284, -0.214], [2.449, 5.932, 0.433], [2.385, 4.071, -0.662], [3.389, 3.769, -0.375], [1.631, 3.219, -1.483], [2.066, 2.289, -1.840], [-0.131, 1.491, -4.213], [-0.078, 2.062, -5.511], [-0.078, 3.149, -5.627], [-0.054, 1.223, -6.637], [-0.096, 1.651, -7.639], [0.024, -0.167, -6.481], [0.014, -0.826, -7.355], [0.113, -0.729, -5.201], [0.193, -1.815, -5.072], [0.103, 0.094, -4.072], [0.224, -0.336, -3.071], [-0.309, 0.174, 1.277], [-2.047, 2.824, -2.933], [-1.127, 0.898, 3.547], [0.050, -0.191, 2.706], [1.655, 0.626, 2.890], [0.972, -2.910, 0.903], [0.701, -3.690, 2.141], [0.088, -2.467, 3.364], [-1.398, -3.235, 4.008], [1.346, -2.467, 4.650], [-0.580, 1.419, 4.342], [-1.953, 0.308, 3.981], [-1.518, 1.625, 2.824], [1.655, 1.151, 3.857], [2.469, -0.108, 2.867], [1.793, 1.352, 2.079], [0.769, -3.477, -0.014], [1.989, -2.482, 0.868], [-0.065, -4.463, 1.988], [1.600, -4.158, 2.574], [-1.141, -3.720, 4.963], [-2.182, -2.493, 4.174], [-1.757, -4.003, 3.310], [1.852, -3.438, 4.648], [2.094, -1.677, 4.494], [0.860, -2.306, 5.618]],
  "atomic_forces_ev_per_a": [[-0.5, -0.9, 0.1], [0.0, -0.4, 1.0], [-0.2, 0.0, 0.0], [0.4, -0.1, 0.1], [-1.2, 1.0, 0.6], [-1.4, -0.7, -0.7], [0.1, 0.0, -0.2], [0.0, -0.2, -0.1], [0.1, 0.4, 0.2], [0.0, 0.3, -0.2], [-0.7, -0.9, -0.1], [2.2, 1.4, -2.1], [0.4, 0.0, 0.3], [0.0, -0.2, -0.4], [0.0, 0.3, 0.0], [1.5, -0.1, 0.3], [0.5, 0.4, 0.4], [0.4, -0.4, 0.1], [0.3, -0.1, 0.2], [0.3, -0.2, 0.0], [0.0, -0.1, -0.1], [-0.1, -0.3, 0.0], [-0.3, -0.2, -0.3], [-0.4, -0.1, -0.4], [-0.1, 0.1, 0.0], [-0.4, 0.8, 0.3], [-0.1, 0.1, 0.1], [0.8, -0.9, -0.4], [-0.4, -0.7, 0.3], [-0.3, -0.4, 0.0], [0.3, 0.0, 0.4], [0.1, -0.1, 0.3], [-0.2, 0.0, 0.3], [0.0, 0.3, 0.3], [0.3, 0.1, -0.1], [0.1, 0.4, -0.1], [-0.5, 0.4, -0.6], [-0.3, 0.1, -0.5], [0.2, 0.1, 0.2], [-1.5, 0.7, -0.3], [-0.4, 0.4, 0.1], [0.1, 1.1, -0.5], [0.2, 0.6, 0.1], [0.3, 1.2, -1.1], [0.3, -0.4, 0.9], [0.1, -2.4, -0.5], [-0.3, -0.5, 1.1], [0.3, -0.2, 0.7], [-0.3, 0.0, 0.0], [0.3, 0.4, -0.2], [-0.1, -0.1, 0.4], [0.2, -0.2, -0.3], [-0.1, 0.2, -0.1], [0.2, -0.1, 0.2], [0.3, 0.1, 0.2], [-0.3, -0.4, 0.0], [0.2, 0.2, 0.1], [-0.1, -0.2, -0.2], [-0.4, 0.0, -0.1], [0.0, -0.2, 0.1], [0.1, 0.4, 0.2], [0.0, 0.2, 0.2], [-0.3, -0.2, 0.0], [0.2, 0.0, 0.0]]
}

Which formula does entry 4 have? C24H36CoP2Si

Which formula does entry 3 have? C62H84CsN2O3P2Si